(1)
Density functional theory data (the ωB97M-V functional and the def2-TZVPD basis) for a structure of composition C9H11NO5Ti at a distorted geometry.

The value obtained for the total energy is -44319.636 eV. As for the spin multiplicity: 2. The HOMO energy (spin up / spin down) comes out at -20.75 / -20.17 eV. Its strongest force on any atom is 8.760 eV Å⁻¹. The LUMO energy (spin up / spin down) comes out at -15.25 / -15.17 eV. The calculation puts the frontier orbital gap (spin up / spin down) at 5.50 / 5.00 eV. Its total charge is +3.

Structure (XYZ):
```
27
C9H11NO5Ti the ωB97M-V functional and the def2-TZVPD basis
H 0.908 -3.475 2.316
C 0.171 3.280 -0.989
C 0.815 -2.522 1.789
H -1.156 -1.908 4.160
N -0.503 -2.007 2.168
O 0.152 4.213 -1.672
H 1.591 -1.816 2.112
C 0.220 1.464 -4.111
O 0.604 2.895 2.950
O -0.289 -0.272 0.763
H -0.707 2.012 -4.274
Ti 0.339 1.437 0.056
H 1.143 2.014 -4.296
H 0.877 -2.681 0.700
H 1.151 -0.391 -3.703
O 3.041 1.447 -1.688
H -0.704 -0.386 -3.677
C 0.539 2.432 1.883
C 2.101 1.370 -1.011
H -1.994 -0.602 1.897
H -2.234 -2.814 3.106
C -0.999 -0.934 1.589
C 0.223 0.174 -3.793
O -2.214 1.611 -1.912
C -1.268 1.564 -1.235
C -1.176 -2.599 3.310
H -0.630 -3.506 3.560
```

(2)
Density functional theory data (the ωB97M-V functional and the def2-TZVPD basis) for a cluster of 6 separate species, C40H101BBrF3N8O3P3S in total at a distorted geometry.

The value obtained for the total energy is -178749.615 eV. As for the spin multiplicity: 1. The HOMO energy comes out at -4.74 eV. Its strongest force on any atom is 5.266 eV Å⁻¹. The LUMO energy comes out at 1.91 eV. The calculation puts the frontier orbital gap at 6.65 eV. Its total charge is -1.

Structure (XYZ):
```
161
C40H101BBrF3N8O3P3S the ωB97M-V functional and the def2-TZVPD basis
H -9.914 -0.939 -1.764
H -10.208 -1.739 -0.232
H -4.774 -3.173 -2.244
H -5.701 1.735 7.499
C 9.286 5.362 -0.950
H 9.573 5.262 -2.000
H 10.022 3.443 -0.338
C 7.616 2.078 -0.005
H -6.197 0.260 5.556
H -1.310 -2.002 -0.572
H -0.701 -0.016 1.645
H 1.397 1.678 1.136
H 3.560 -3.598 5.521
H -6.993 0.254 -2.300
H 1.858 -2.975 5.309
C -8.110 -1.476 -0.660
H 10.090 5.905 -0.446
H -13.274 4.033 -0.820
C 10.844 0.831 -7.902
H -16.019 2.021 0.877
H -2.465 2.508 9.636
H 2.594 -4.199 4.093
H 13.284 -1.729 -6.786
H -14.481 2.451 1.617
C -2.614 2.329 8.566
P 1.984 -1.349 1.224
H -5.659 -2.975 -3.770
N 7.961 3.244 -0.818
H 9.204 2.450 -3.935
C -3.361 1.009 8.368
H 9.654 1.335 0.323
C 3.389 -0.355 0.336
N -3.924 0.741 7.048
C 1.787 -4.129 -0.035
H -13.651 -0.077 2.224
N 0.821 -0.580 0.072
H -5.950 -0.828 -3.149
P 0.404 -2.580 2.201
N -7.046 -1.729 -1.627
C 13.200 0.313 -7.548
P 1.966 0.291 2.689
H 5.403 -2.486 4.078
C -3.049 -1.070 0.615
C 11.743 0.706 -5.597
H -12.279 1.940 1.657
H -3.469 -0.095 5.196
C 4.600 -1.725 4.421
C -2.156 1.580 5.402
C -5.765 1.256 5.435
H -4.180 0.974 9.098
H -3.162 3.185 8.168
C 9.662 1.705 -7.500
H 0.289 -3.686 -1.229
H 7.881 3.986 -2.760
C -4.982 1.672 6.675
H -5.621 -4.542 -2.972
H -7.918 -2.097 0.223
H 9.953 2.757 -7.433
H 9.232 1.400 -6.543
C 4.882 -0.574 0.756
H 7.055 2.485 -2.546
H -15.004 3.230 0.113
H 8.373 0.284 0.919
O 4.102 -3.375 2.034
C 11.169 -0.653 -5.200
H -2.243 -0.324 6.388
H -8.031 -0.445 -0.297
B 3.191 -2.288 2.436
C 13.180 -1.204 -7.735
H -11.995 -0.226 2.799
H -6.907 -3.740 -1.093
H -12.727 2.038 -2.111
F 2.623 -4.476 -2.406
H -14.732 1.204 -1.179
H 1.179 0.161 3.849
C 2.805 -3.266 4.711
C -12.286 3.589 -0.692
C 9.081 4.008 -0.281
H -1.624 2.304 8.112
C -0.492 -0.173 0.542
C -6.933 -3.134 -2.004
H 1.862 -2.237 -1.172
H 12.273 -1.553 -8.233
C -5.672 -3.465 -2.794
H 4.667 -1.747 5.576
O 5.433 0.119 1.657
H -9.670 -2.690 -1.612
H 3.717 -4.248 2.245
H -4.594 2.687 6.520
H 14.056 0.579 -6.919
C -6.953 -0.760 -2.714
H 11.939 -1.425 -5.171
H -14.675 0.213 0.234
H 12.665 0.877 -5.029
H -7.609 -0.308 -4.719
C 2.296 -2.646 -0.181
H -2.954 -0.723 1.694
C -14.328 1.174 -0.161
H 3.331 0.450 3.179
H -12.496 -1.101 1.348
H 1.263 0.164 -0.477
H -7.806 -3.471 -2.580
C -14.980 2.287 0.660
N 1.631 1.781 2.127
H -5.143 1.260 4.537
H -3.374 -2.178 0.572
H 7.391 2.429 1.009
Br 6.183 -1.844 -0.120
H -1.710 1.262 4.455
H 8.692 0.357 -0.803
H -0.642 0.902 0.115
S -0.541 -1.952 3.747
H 14.028 -1.506 -8.357
H -11.599 4.164 -1.320
C 7.969 3.016 -2.258
H 3.430 -2.734 -0.399
C -1.693 -0.967 -0.240
H 4.937 -0.653 4.154
H -11.104 0.902 0.861
C -2.948 0.423 6.008
H 3.244 0.794 0.330
N -12.870 1.143 -0.222
H 10.369 -0.983 -5.868
C -12.612 -0.164 1.898
F 2.143 -6.295 -1.133
H 11.062 1.482 -5.234
C -12.265 2.122 -1.122
H 0.978 -3.838 2.665
H 11.144 1.143 -8.908
C 9.171 2.282 -2.853
H 8.896 4.201 0.780
O 0.465 -4.412 -0.593
H 6.674 1.652 -0.366
H 10.499 -0.208 -7.986
H 3.315 -0.596 -0.796
H 13.416 0.770 -8.522
H -0.638 -3.006 1.281
H -8.134 -1.897 -4.173
N 3.222 -2.052 3.949
H 10.122 2.628 -2.443
H 10.745 -0.592 -4.193
H -11.218 1.833 -1.278
H -2.699 0.184 8.653
H 8.381 5.972 -0.891
H 8.871 1.624 -8.251
H -1.921 -0.412 -1.228
C -12.174 1.027 1.055
H -1.334 1.889 6.049
H -2.779 2.453 5.189
N 11.996 0.946 -7.014
H -6.585 1.959 5.263
H -11.971 3.727 0.344
C 2.726 -4.981 -1.092
H 1.997 -4.689 0.928
H -3.853 -0.498 0.017
F 4.049 -5.153 -0.633
C -7.970 -0.867 -3.850
C -9.550 -1.729 -1.107
H 9.098 1.204 -2.705
H -8.931 -0.432 -3.573
C 8.651 0.959 0.105
```

Number 1: molecular weight 261.1 g mol⁻¹. Number 2: molecular weight 1015.0 g mol⁻¹.